[1]
Below is C5H6O2 in the gas phase, with properties calculated with ωB97M-V with the def2-TZVPD basis set.

Geometry as XYZ:
```
13
Properties=species:S:1:pos:R:3
O 2.282 1.729 -1.084
C 1.711 1.002 -0.308
C 0.946 -0.180 -0.812
O 0.595 -1.231 0.064
C -1.193 -0.916 1.623
C -1.198 0.262 0.683
C -0.465 -0.387 -0.467
H 1.704 1.188 0.784
H 1.274 -0.528 -1.788
H -1.626 -1.736 1.001
H -2.229 0.531 0.410
H -0.709 1.148 1.100
H -1.092 -0.883 -1.208
```

As for the spin multiplicity: 1. As for the energy above the lowest of the compared OMol25 structures with the same formula, charge and spin: 138.0 kcal per mole.

Atomic partial charges in e from the natural (NBO) method, atoms 1 to 4: number 1, O, carries -0.493; number 2, C, carries 0.405; number 3, C, carries -0.051; number 4, O, carries -0.477


[2]
Below is C24H26ClN3O4 in the gas phase in a non-equilibrium geometry, with properties calculated with ωB97M-V with the def2-TZVPD basis set.

Geometry as XYZ:
```
58
Properties=species:S:1:pos:R:3
C 7.163 3.941 -0.929
C 6.596 2.834 -0.206
O 5.426 2.549 -0.918
C 4.529 1.465 -0.389
C 4.747 0.641 0.675
C 3.781 -0.233 1.327
C 2.613 -0.576 0.706
C 2.427 0.242 -0.775
C 3.271 1.212 -1.189
H 3.180 1.674 -2.022
H 1.507 0.191 -1.210
N 1.693 -1.348 0.898
C 0.452 -1.452 0.910
O -0.125 -0.159 0.787
C -0.218 -2.627 1.282
N -0.842 -3.371 0.412
H 0.004 -3.779 -0.300
C -1.916 -2.836 -0.407
C -1.318 -1.843 -1.762
H -0.803 -2.502 -2.224
H -0.914 -1.080 -1.447
C -2.755 -1.372 -2.336
N -3.493 -0.574 -1.562
C -3.525 0.713 -1.530
O -2.974 1.425 -2.888
C -4.007 1.425 -0.567
C -5.380 1.699 -0.640
C -5.884 2.780 0.377
C -5.242 2.844 1.649
C -3.827 2.367 1.673
C -3.302 1.783 0.512
H -2.323 1.301 0.493
Cl -2.874 2.769 3.026
H -5.592 3.323 2.335
H -6.965 2.925 0.353
H -5.939 1.886 -1.482
C -3.968 -1.433 -0.669
C -2.844 -1.938 0.633
H -3.257 -2.525 1.195
H -2.433 -0.973 0.882
H -4.578 -0.886 0.258
H -4.713 -2.211 -0.651
H -2.429 -0.868 -3.289
H -3.253 -2.460 -2.854
H -2.528 -3.598 -0.945
C 1.123 -3.463 1.973
C 2.287 -2.783 1.544
O 3.472 -3.207 1.581
H 0.997 -3.298 2.973
H 0.841 -4.372 1.710
H -0.978 -2.398 2.092
H 4.061 -0.624 2.147
H 5.785 1.093 1.319
H 6.253 3.131 0.898
H 7.234 1.914 0.018
H 8.063 4.363 -0.307
H 6.415 4.725 -1.189
H 7.279 3.576 -1.951
```

The structure (SMILES) is CCOc1ccc(N2C(=O)C[C@H](NC3CCN(C(=O)c4cccc(Cl)c4)CC3)C2=O)cc1. As for the spin multiplicity: 1. As for the energy above the lowest of the compared OMol25 structures with the same formula, charge and spin: 556.6 kcal per mole.

Atomic partial charges in e from the natural (NBO) method, atoms 1 to 4: number 1, C, carries -0.644; number 2, C, carries -0.062; number 3, O, carries -0.524; number 4, C, carries 0.310


[3]
Below is a 2-piece molecular cluster, C19H42N4O8PS overall in a non-equilibrium geometry, with properties calculated with ωB97M-V with the def2-TZVPD basis set.

Geometry as XYZ:
```
75
Properties=species:S:1:pos:R:3
C -1.229 1.173 5.272
C -2.597 1.707 4.671
O -3.243 0.820 3.753
C -2.496 0.632 2.557
C -2.452 1.969 1.695
O -1.948 1.748 0.359
C -1.130 2.806 -0.072
P 0.637 2.514 0.674
N 0.632 1.110 1.466
O -0.880 2.391 -1.462
S -0.440 3.755 -2.290
O 0.939 4.245 -2.029
O -0.824 3.820 -3.710
O -1.497 4.760 -1.461
C -1.713 4.287 -0.081
C -1.014 5.432 0.744
C -1.017 5.251 2.307
N -2.354 5.402 2.936
O -3.180 4.452 0.051
N -3.758 4.351 -1.235
O -4.388 3.358 -1.301
H -0.786 0.302 4.723
H -1.452 0.801 6.315
H -0.497 2.012 5.390
H -3.310 1.821 5.541
H -2.461 2.758 4.272
H -1.460 0.222 2.712
H -3.049 -0.129 1.934
H -1.761 2.670 2.238
H -3.485 2.417 1.586
H 1.047 3.622 1.467
H 1.550 2.395 -0.414
H 0.906 1.310 2.433
H 0.015 5.649 0.330
H -1.608 6.372 0.535
H -0.552 4.294 2.681
H -0.375 6.085 2.725
H -2.187 5.296 3.945
H -2.956 4.624 2.656
C -0.605 -2.681 0.720
C -0.819 -3.219 -0.690
C 0.197 -4.278 -1.139
C 1.675 -3.958 -0.949
N 2.381 -3.110 -2.019
C 1.511 -2.372 -3.030
C 1.235 -0.982 -2.477
C 2.140 -0.803 -1.269
C 3.122 -1.953 -1.314
C 3.452 -3.938 -2.737
C 2.933 -4.962 -3.740
C 2.424 -6.278 -3.153
H 0.370 -2.207 0.844
H -1.356 -1.924 0.948
H -0.690 -3.481 1.460
H -0.845 -2.390 -1.398
H -1.814 -3.671 -0.733
H -0.018 -4.575 -2.168
H -0.004 -5.173 -0.540
H 2.223 -4.900 -0.900
H 1.849 -3.495 0.022
H 2.101 -2.272 -3.942
H 0.621 -2.948 -3.269
H 0.190 -0.844 -2.201
H 1.438 -0.228 -3.240
H 1.559 -0.817 -0.346
H 2.659 0.156 -1.296
H 3.470 -2.280 -0.335
H 3.986 -1.684 -1.924
H 4.080 -4.394 -1.970
H 4.067 -3.223 -3.287
H 3.781 -5.218 -4.385
H 2.176 -4.537 -4.402
H 3.096 -6.658 -2.382
H 2.360 -7.032 -3.938
H 1.424 -6.173 -2.733
```

As for the spin multiplicity: 1. Its charge is +1.

Atomic partial charges in e from the Löwdin method, atoms 1 to 4: number 1, C, carries -0.071; number 2, C, carries -0.247; number 3, O, carries -0.148; number 4, C, carries -0.182


[4]
Below is C11H14N3S2Sc as an isolated structure, with properties calculated with ωB97M-V with the def2-TZVPD basis set.

Geometry as XYZ:
```
31
Properties=species:S:1:pos:R:3
Sc -0.146 -0.318 0.215
C 0.142 0.488 3.878
C -0.557 -0.349 2.851
C -0.069 -1.616 2.475
C -0.768 -2.431 1.577
C -1.962 -1.983 1.004
C -2.450 -0.716 1.345
C -1.751 0.093 2.249
H 1.146 0.125 4.083
H -0.426 0.448 4.811
H 0.191 1.534 3.576
H 0.852 -1.980 2.917
H -0.378 -3.409 1.322
H -2.505 -2.610 0.309
H -3.375 -0.356 0.910
H -2.149 1.066 2.513
S 0.413 -2.591 -3.838
C 0.297 -1.816 -2.509
N 0.215 -1.199 -1.459
S 0.229 2.103 0.212
C 1.033 2.584 -1.254
N 1.501 3.805 -1.400
C 2.117 4.015 -2.720
C 1.923 2.636 -3.393
N 1.246 1.860 -2.338
H 1.429 4.512 -0.685
H 3.165 4.280 -2.607
H 1.604 4.813 -3.251
H 2.869 2.169 -3.658
H 1.293 2.691 -4.278
H 0.935 0.907 -2.441
```

As for the spin multiplicity: 1. Its charge is +2. As for the energy above the lowest of the compared OMol25 structures with the same formula, charge and spin: 0.4 kcal per mole.

Atomic partial charges in e from the natural (NBO) method, atoms 1 to 4: number 1, Sc, carries 1.677; number 2, C, carries -0.658; number 3, C, carries 0.017; number 4, C, carries -0.266


Number 1: E_HOMO -9.00 eV, gap between HOMO and LUMO 0.3166 hartree, DFT total energy -9371.113 eV. Number 2: E_HOMO -8.28 eV, gap between HOMO and LUMO 0.2959 hartree, DFT total energy -50471.080 eV. Number 3: E_HOMO -11.48 eV, gap between HOMO and LUMO 0.3333 hartree, DFT total energy -62834.554 eV. Number 4: E_HOMO -15.85 eV, gap between HOMO and LUMO 0.2879 hartree, DFT total energy -58463.183 eV.